No. 1
DFT (the ωB97M-V functional and the def2-TZVPD basis) results for 3 unconnected molecules or ions with the total composition C2H9N6 at a distorted geometry.

Calculated values
Highest occupied orbital energy: -13.95 eV
Charge: +1
Kohn-Sham gap: 10.8 eV
Calculated total energy: -409.7643 Eh
ΔE to the lowest compared entry with this formula, charge and spin: 42.50 kcal per mole
LUMO level: -3.11 eV

Each line ends with the natural charge from an NBO analysis.
Geometry (Å):
C1 0.350 -0.069 0.800  0.113
C2 -1.943 -0.852 1.270  -0.402
N1 -0.125 -0.334 2.917  0.001
N2 1.099 -0.006 2.856  -0.007
N3 -0.632 -0.392 1.657  -0.170
N4 1.427 0.142 1.601  -0.003
N5 -0.182 0.479 -2.025  -0.998
N6 2.642 0.700 1.270  -0.598
H1 0.287 0.019 -0.699  0.343
H2 -2.682 -0.679 1.992  0.254
H3 -2.054 -0.249 0.346  0.219
H4 -1.888 -1.942 1.221  0.243
H5 -0.537 0.166 -2.911  0.422
H6 -0.866 1.044 -1.509  0.392
H7 0.385 1.170 -2.376  0.391
H8 3.365 0.525 1.905  0.413
H9 2.805 0.639 0.321  0.387



No. 2
DFT (the ωB97M-V functional and the def2-TZVPD basis) results for 2 unconnected molecules or ions with the total composition C2H9NO at a distorted geometry.

Calculated values
SMILES: CNC.O
Highest occupied orbital energy: -9.03 eV
Kohn-Sham gap: 9.9 eV
Calculated total energy: -211.5220 Eh
ΔE to the lowest compared entry with this formula, charge and spin: 39.59 kcal per mole
LUMO level: 0.91 eV

Each line ends with the natural charge from an NBO analysis.
Geometry (Å):
C1 1.386 -0.179 1.558  -0.422
N1 0.270 -0.611 0.687  -0.611
C2 0.781 -0.737 -0.683  -0.424
H1 1.719 0.885 1.259  0.203
H2 1.028 -0.165 2.687  0.195
H3 2.181 -0.917 1.540  0.169
H4 0.152 -1.640 0.781  0.348
H5 0.188 -0.352 -1.480  0.194
H6 0.849 -1.849 -0.822  0.169
H7 1.925 -0.519 -0.901  0.179
H8 -2.061 1.029 -2.159  0.470
H9 -2.537 2.312 -1.308  0.470
O1 -2.291 1.374 -1.206  -0.939



Q: Which of these has the lowest highest occupied orbital energy?
A: C2H9N6



Please write out number 2 again, unchanged.
DFT (the ωB97M-V functional and the def2-TZVPD basis) results for 2 unconnected molecules or ions with the total composition C2H9NO at a distorted geometry.

Calculated values
SMILES: CNC.O
Highest occupied orbital energy: -9.03 eV
Kohn-Sham gap: 9.9 eV
Calculated total energy: -211.5220 Eh
ΔE to the lowest compared entry with this formula, charge and spin: 39.59 kcal per mole
LUMO level: 0.91 eV

Each line ends with the natural charge from an NBO analysis.
Geometry (Å):
C1 1.386 -0.179 1.558  -0.422
N1 0.270 -0.611 0.687  -0.611
C2 0.781 -0.737 -0.683  -0.424
H1 1.719 0.885 1.259  0.203
H2 1.028 -0.165 2.687  0.195
H3 2.181 -0.917 1.540  0.169
H4 0.152 -1.640 0.781  0.348
H5 0.188 -0.352 -1.480  0.194
H6 0.849 -1.849 -0.822  0.169
H7 1.925 -0.519 -0.901  0.179
H8 -2.061 1.029 -2.159  0.470
H9 -2.537 2.312 -1.308  0.470
O1 -2.291 1.374 -1.206  -0.939